Computed, not measured: a molecular structure, C29H28MnN7OS, with ωB97M-V/def2-TZVPD.

```
67
Properties=species:S:1:pos:R:3:nbo_charge:R:1
Mn 0.19498 0.68607 0.09382 1.045
N -2.19523 2.69322 -3.11512 -0.571
C -1.13702 2.15786 -2.48186 0.349
N -1.09084 1.91062 -1.21527 -0.599
C -2.23749 2.22479 -0.43942 0.242
N -2.30929 1.78166 0.77040 -0.239
N -1.26433 1.03541 1.14363 -0.480
C -1.32340 0.48159 2.46580 -0.109
C 0.10259 0.42557 2.98967 0.265
C 0.42023 0.26160 4.32801 -0.239
C 1.74068 0.10551 4.70732 -0.132
C 2.71388 0.12809 3.71604 -0.257
C 2.32388 0.31385 2.41006 0.059
N 1.04600 0.45405 2.03046 -0.499
C -3.33097 2.98624 -1.02927 -0.110
C -4.40314 3.48617 -0.29552 -0.156
C -5.46245 4.09816 -0.94333 -0.208
C -5.46497 4.21438 -2.32784 -0.189
C -4.39255 3.74956 -3.06945 -0.259
C -3.32297 3.15369 -2.41761 0.209
H -2.15767 2.83697 -4.10953 0.417
H -0.27213 1.93718 -3.09515 0.195
H -1.97016 1.09845 3.09475 0.236
H -0.36486 0.27186 5.06997 0.230
H 2.00631 -0.02913 5.74675 0.233
H 3.75986 0.01562 3.96512 0.233
H 3.06436 0.37154 1.62198 0.195
H -4.38710 3.37304 0.77884 0.238
H -6.29560 4.48148 -0.36966 0.224
H -6.30426 4.67329 -2.83260 0.225
H -4.38654 3.83993 -4.14985 0.215
S -2.49886 -3.40547 2.15757 0.450
C -2.68654 -2.75927 3.72213 -0.384
C -2.30968 -1.45827 3.76198 -0.254
C -1.83017 -0.95458 2.52254 -0.037
C -1.89282 -1.89303 1.51224 -0.181
C -1.67188 -1.88998 0.06158 0.192
C -2.53459 -2.66268 -0.73561 -0.232
C -2.36774 -2.75866 -2.09508 -0.138
C -1.30166 -2.07527 -2.67092 -0.247
C -0.49959 -1.32940 -1.84748 0.036
N -0.65907 -1.20552 -0.51765 -0.474
H -3.08774 -3.36824 4.51636 0.252
H -2.36942 -0.86447 4.66281 0.225
H -3.36029 -3.16658 -0.25624 0.238
H -3.04591 -3.34175 -2.70266 0.234
H -1.11085 -2.12106 -3.73368 0.232
H 0.33950 -0.78759 -2.26710 0.201
O 1.87417 0.50687 -0.94221 -0.709
C 2.72299 -0.36902 -1.19698 0.726
C 3.83620 -0.09668 -2.17459 -0.512
C 5.27718 -0.38635 -1.66964 -0.400
C 5.36203 -0.94503 -0.24707 -0.400
C 4.91253 -2.40320 -0.14520 -0.410
C 3.58627 -2.65386 -0.87184 -0.226
N 2.62678 -1.58080 -0.65199 -0.591
H 3.73639 0.94854 -2.45516 0.250
H 3.62353 -0.68931 -3.06896 0.239
H 5.84010 0.54537 -1.70321 0.229
H 5.77750 -1.07653 -2.35095 0.213
H 4.76615 -0.31861 0.42158 0.190
H 6.39254 -0.87564 0.10273 0.232
H 4.82731 -2.68122 0.90743 0.215
H 5.66785 -3.05204 -0.59329 0.220
H 3.13663 -3.58553 -0.53683 0.228
H 3.76379 -2.74484 -1.94505 0.202
H 1.85753 -1.71859 -0.01069 0.426
```

Its net charge is +1. The energy relative to the best compared isomer or geometry (same formula, charge and spin) comes out at 24.0 kcal/mol. The calculation puts the HOMO energy (alpha / beta) at -8.7 / -9.1 eV. The spin multiplicity is 2. The expectation value of S² is 0.779. The LUMO energy (alpha / beta) comes out at -2.39 / -2.41 eV. The total energy is -3129.4500 hartree. The HOMO-LUMO gap (alpha / beta) is 0.2326 / 0.2462 Eh.

---

Computed, not measured: a molecular structure, C29H28N2NiO6S2 at a distorted geometry, with ωB97M-V/def2-TZVPD.

```
68
Properties=species:S:1:pos:R:3:nbo_charge:R:1
Ni -0.98144 -1.32365 0.23007 1.515
O 1.05233 -0.75207 0.39413 -1.079
S 2.01388 0.17764 -0.30280 1.321
C 3.19002 -0.93436 -1.21883 -0.578
C 2.59778 -2.29754 -1.53735 -0.433
C 2.82607 -3.29655 -0.39563 -0.421
C 1.99496 -4.56358 -0.56318 -0.576
S 0.25029 -4.35600 -0.00673 1.323
O -0.16754 -3.07358 -0.65226 -1.034
C 0.63655 -3.96449 1.72642 -0.284
C 0.12035 -2.82582 2.31425 -0.068
C 0.48300 -2.47450 3.60298 -0.201
C 1.32789 -3.30030 4.32752 -0.192
C 1.76417 -4.49613 3.77414 -0.192
C 1.41785 -4.83376 2.47556 -0.205
C 1.16023 0.72538 -1.79526 -0.247
C 1.77065 1.68150 -2.59079 -0.214
C 1.14430 2.08960 -3.75776 -0.184
C -0.08346 1.54857 -4.11504 -0.210
C -0.70299 0.61469 -3.29819 -0.121
C -0.07586 0.20591 -2.13122 -0.216
H 4.07603 -1.01956 -0.58660 0.225
H 3.45641 -0.37993 -2.11685 0.242
H 3.04310 -2.68439 -2.45718 0.218
H 1.52896 -2.20074 -1.71331 0.247
H 2.57689 -2.81966 0.55493 0.227
H 3.88363 -3.57001 -0.35735 0.219
H 2.39940 -5.40457 -0.00194 0.235
H 1.92270 -4.84673 -1.61472 0.240
H -0.59535 -2.19870 1.78558 0.112
H 0.09778 -1.56438 4.04220 0.229
H 1.62097 -3.02617 5.33145 0.228
H 2.37819 -5.17099 4.35479 0.228
H 1.75974 -5.76858 2.05095 0.222
H 2.72216 2.10747 -2.29612 0.231
H 1.61319 2.83462 -4.38584 0.229
H -0.55726 1.84724 -5.04005 0.232
H -1.66796 0.20422 -3.56362 0.232
H -0.56449 -0.54256 -1.50471 0.139
O -6.05404 3.27238 -0.71698 -0.724
C -6.25521 2.42762 0.16403 0.758
O -7.18253 2.09192 0.90146 -0.712
C -4.94178 1.54731 0.38068 0.017
C -3.80395 2.11455 0.94360 -0.241
C -2.65244 1.35902 1.01273 0.002
N -2.58764 0.09743 0.55847 -0.632
C -3.71486 -0.46330 0.09576 0.081
C -4.91083 0.22049 -0.02658 -0.217
C -3.66502 -1.98324 -0.15616 0.747
O -4.63261 -2.52946 -0.63976 -0.605
O -2.56445 -2.50162 0.25456 -0.846
H -3.81175 3.13012 1.31432 0.236
H -1.76827 1.77199 1.48035 0.187
H -5.77303 -0.30381 -0.41031 0.262
N 0.42885 2.01377 0.74461 -0.858
C 0.72936 3.36317 0.55319 0.242
C 1.58819 4.03137 1.42370 -0.284
C 1.91140 5.35964 1.20132 -0.187
C 1.40317 6.03420 0.10093 -0.251
C 0.56783 5.36335 -0.78046 -0.169
C 0.22064 4.04250 -0.55314 -0.297
H 0.51993 1.65487 1.68193 0.389
H -0.39065 1.68013 0.26372 0.392
H 1.99016 3.50955 2.28502 0.204
H 2.56522 5.87227 1.89453 0.215
H 1.64260 7.07640 -0.05898 0.217
H 0.17449 5.86716 -1.65354 0.218
H -0.46592 3.53265 -1.22062 0.217
```

The energy relative to the best compared isomer or geometry (same formula, charge and spin) comes out at 66.7 kcal/mol. The calculation puts the HOMO energy (alpha / beta) at -7.0 / -7.0 eV. The spin multiplicity is 3. The expectation value of S² is 2.004. The LUMO energy (alpha / beta) comes out at -0.41 / -2.00 eV. The total energy is -3987.4489 hartree. The HOMO-LUMO gap (alpha / beta) is 0.2427 / 0.1842 Eh.

---

Computed, not measured: a molecular structure, C29H28N4O7Sn at a distorted geometry, with ωB97M-V/def2-TZVPD.

```
69
Properties=species:S:1:pos:R:3:nbo_charge:R:1
Sn -0.95635 -1.64969 -1.81315 1.553
C 3.32495 -0.71919 4.39335 -0.629
C 2.67675 -0.76739 3.04885 -0.089
C 3.33045 -0.35739 1.90885 -0.045
C 2.74665 -0.50219 0.63265 -0.323
C 3.38765 -0.22419 -0.58875 0.268
N 4.27245 0.69281 -0.90465 -0.479
C 4.62345 1.87921 -0.14905 -0.238
C 3.53855 2.96681 -0.25135 -0.421
C 3.41675 3.62331 -1.63505 -0.238
N 2.73705 2.77051 -2.59305 -0.500
C 1.48835 2.34801 -2.57445 0.244
C 0.38355 2.73741 -1.81135 -0.333
C 0.21155 4.00481 -1.21155 -0.047
C -0.94905 4.35501 -0.56465 -0.084
C -1.15875 5.72951 -0.02315 -0.631
C -1.94125 3.37681 -0.40945 -0.029
C -1.82675 2.09151 -0.92115 -0.269
C -2.87125 1.17021 -0.56685 0.195
N -2.93715 -0.09229 -0.76255 -0.513
C -4.11915 -0.74189 -0.23525 -0.280
C -3.90115 -2.20589 0.13305 0.079
C -2.79005 -2.48559 1.14265 -0.291
N -1.47935 -1.99419 0.77405 -0.518
C -0.64675 -1.86249 1.73835 0.200
C 0.71705 -1.39869 1.70235 -0.264
C 1.36865 -1.25289 2.92275 -0.030
C 1.42485 -1.08669 0.49955 0.579
O 0.93985 -1.22429 -0.66415 -0.835
C -0.68545 1.74911 -1.72895 0.591
O -0.57415 0.64411 -2.31835 -0.790
H 4.28505 -0.21519 4.35995 0.228
H 3.48085 -1.72939 4.76825 0.240
H 2.69185 -0.20079 5.10885 0.233
H 4.35175 -0.02259 1.98975 0.208
H 3.04395 -0.84559 -1.41445 0.240
H 4.67095 0.64421 -1.83435 0.419
H 5.57005 2.26211 -0.53295 0.232
H 4.75335 1.63431 0.90245 0.232
H 3.80005 3.74671 0.46365 0.250
H 2.57395 2.55001 0.04395 0.225
H 4.40955 3.84401 -2.02785 0.229
H 2.89175 4.57101 -1.52685 0.228
H 3.32095 2.40851 -3.33425 0.418
H 1.27915 1.51441 -3.24095 0.242
H 0.96595 4.76171 -1.34075 0.201
H -0.26815 6.33861 -0.14675 0.225
H -1.41475 5.68761 1.03405 0.231
H -1.98285 6.21641 -0.54185 0.239
H -2.82865 3.64691 0.14735 0.224
H -3.68755 1.65101 -0.01395 0.172
H -4.91195 -0.68679 -0.99445 0.223
H -4.49155 -0.22639 0.66015 0.231
H -4.45905 -2.86679 -1.66495 0.565
H -4.83285 -2.60609 0.55905 0.264
H -2.72785 -3.57309 1.27645 0.246
H -3.12295 -2.06559 2.10185 0.237
H -0.98725 -2.09629 2.75495 0.179
H 0.85175 -1.53369 3.83065 0.226
O -4.10555 -7.73559 -0.62645 -0.365
C -3.61175 -6.65449 -0.65325 0.393
C -2.11755 -6.31899 -0.86605 0.407
O -1.17615 -7.01519 -0.64765 -0.386
C -2.07805 -4.83409 -1.25575 0.393
C -3.35155 -4.35169 -0.98075 -0.085
O -3.63855 -2.93329 -1.13425 -0.458
C -4.33305 -5.29479 -0.54565 0.398
O -5.46015 -5.05279 -0.17385 -0.540
O -1.10485 -4.19269 -1.67265 -0.678
```

Its net charge is +2. The calculation puts the HOMO energy at -13.4 eV. The LUMO energy comes out at -6.59 eV. The total energy is -2081.2886 hartree. The HOMO-LUMO gap is 0.2502 Eh.